Below is the molecule C4H2N2S, with properties calculated with wB97M-V/def2-TZVPD.

Properties
E_tot = -17990.306 eV
Largest force on an atom = 1.99 eV/Å
Total charge = 0
HOMO level = -9.1 eV
Energy relative to the best compared isomer or geometry (same formula, charge and spin) = 104.4 kcal/mol
Kohn-Sham gap = 8.65 eV

Each line ends with the Löwdin charge.
Atoms and positions in Å:
S (1.47140, 0.68418, 0.71868)  1.0156
N (1.40135, -1.62008, -1.11345)  -0.0490
N (0.42115, -2.09652, -1.60958)  0.1896
C (-1.09133, 0.42010, 0.19651)  -0.1756
C (-0.44248, -0.57973, -0.50826)  -0.0690
C (-0.16572, 1.15845, 0.90137)  -0.4276
C (0.92928, -0.57759, -0.34098)  -0.6443
H (-0.37940, 1.98779, 1.54524)  0.0625
H (-2.14424, 0.62340, 0.21047)  0.0978


Below is a structure of composition C26H53CsGeN2OPS, with properties calculated with wB97M-V/def2-TZVPD.

Properties
E_tot = -110037.490 eV
Largest force on an atom = 1.28 eV/Å
Total charge = -1
HOMO level = -2.1 eV
Energy relative to the best compared isomer or geometry (same formula, charge and spin) = 13.7 kcal/mol
Kohn-Sham gap = 3.99 eV

Each line ends with the Löwdin charge.
Atoms and positions in Å:
Cs (2.42385, 0.77977, 0.47042)  0.8988
Ge (2.05894, -1.40688, -3.52652)  0.6709
S (1.42233, 2.27818, 3.88218)  0.5303
P (2.24122, -2.43688, -0.41600)  0.3441
O (2.82247, -1.64617, 0.81142)  -0.8309
N (-0.01416, 0.18423, 4.59139)  0.0220
N (-1.18376, 1.93384, 3.59100)  -0.0090
C (-3.79937, 0.89457, 2.30426)  -0.2682
C (-2.28269, 1.82695, -2.65919)  -0.3836
C (2.68986, -1.22603, -1.74989)  -0.6434
C (0.79946, -2.86724, 4.29571)  -0.2479
C (2.19944, -3.17470, -4.46381)  -0.2545
C (3.26682, -3.83525, -1.13395)  -0.2242
C (-3.60204, 2.07395, 3.25387)  -0.1970
C (-3.47601, 2.73827, -2.95595)  -0.0691
C (3.06583, -0.17379, -4.71306)  -0.2351
C (-0.91452, -0.90920, 4.22809)  -0.1850
C (0.14089, -0.98550, -3.87440)  -0.2411
C (0.01490, 2.50552, -3.48142)  -0.0259
C (0.39814, -2.15538, -0.75717)  -0.2368
C (-0.21289, -2.04274, 3.49521)  -0.1970
C (-4.48865, -0.29530, 2.96340)  -0.1045
C (-1.00046, 2.62493, -2.54090)  -0.2103
C (-2.47775, 1.86962, 4.26370)  -0.1930
C (0.38216, 4.21477, -1.35103)  -0.0502
C (-0.79977, 3.50323, -1.47794)  -0.0380
C (1.55817, -3.90364, 0.83255)  -0.2510
C (-2.54024, 0.99431, -1.40184)  -0.0567
C (2.17839, -2.22265, 4.44715)  -0.0937
C (1.20791, 3.19670, -3.33994)  -0.0347
C (1.41456, 4.05370, -2.27001)  -0.2885
C (-0.01117, 1.41264, 4.04499)  -0.8846
C (2.72764, 4.76626, -2.10278)  -0.0495
H (3.23721, -3.51760, -4.48751)  -0.0015
H (0.50804, 4.89999, -0.51935)  0.1095
H (-4.60823, -1.11798, 2.25785)  0.0753
H (-4.39262, 1.21849, 1.44686)  0.1013
H (-0.99620, -2.71445, 3.12801)  0.1177
H (0.88731, -3.46793, 1.56995)  -0.0372
H (-0.11066, 1.83199, -4.31972)  0.1064
H (0.23291, -1.12381, -1.07626)  -0.0125
H (0.91659, -0.10359, 4.84982)  0.0727
H (2.60291, 5.71613, -1.58234)  0.0739
H (1.82547, -3.12724, -5.49099)  -0.0060
H (-2.51901, 2.64300, 5.03926)  0.1216
H (1.99278, 3.05679, -4.07314)  0.1063
H (-3.92419, -0.68162, 3.81461)  0.0572
H (-1.57993, 3.64134, -0.73754)  0.1059
H (-2.15582, 1.13880, -3.49894)  0.1250
H (-1.72106, 0.30112, -1.20469)  0.0722
H (-3.38806, 2.98255, 2.68194)  0.1086
H (-0.51201, -1.80450, -3.58086)  0.0021
H (-5.48083, -0.01917, 3.32751)  0.0727
H (0.09822, -2.80751, -1.58100)  0.0308
H (-3.31088, 3.32668, -3.85980)  0.0786
H (0.94786, -3.79353, 3.73882)  0.0891
H (3.75801, -4.39099, -0.33464)  0.0206
H (2.89831, -2.95608, 4.81436)  0.0723
H (-4.38709, 2.15088, -3.08869)  0.0733
H (2.59529, -4.52076, -1.65964)  0.0303
H (-0.12237, -0.10988, -3.28291)  -0.0297
H (-3.64350, 3.43534, -2.13137)  0.0735
H (-1.40777, -1.27504, 5.13588)  0.1207
H (1.61944, -3.92826, -3.92515)  -0.0076
H (2.79379, 0.85345, -4.46625)  -0.0239
H (2.86326, -0.34919, -5.77288)  0.0025
H (0.28008, -1.64330, 2.60100)  0.1067
H (-3.45752, 0.41126, -1.51084)  0.0818
H (3.78807, -1.17680, -1.86029)  -0.0500
H (3.99315, -3.45491, -1.85080)  0.0154
H (3.43070, 4.16364, -1.52537)  0.0775
H (2.38734, -4.38068, 1.36598)  0.0053
H (-1.02052, 2.82092, 3.13756)  0.1037
H (-1.68331, -0.51522, 3.56915)  0.0803
H (1.00126, -4.68317, 0.28904)  0.0112
H (-4.53107, 2.26934, 3.79804)  0.1113
H (0.37547, -3.14147, 5.26807)  0.1030
H (-2.58762, 0.91413, 4.77179)  0.0990
H (2.52906, -1.87107, 3.47324)  0.0681
H (4.13748, -0.28637, -4.53698)  0.0037
H (3.19073, 4.96105, -3.07023)  0.0761
H (-0.03308, -0.76997, -4.93309)  0.0120
H (-0.23943, -2.41381, 0.09712)  0.0200
H (2.20557, -1.39579, 5.16209)  0.0546
H (-2.83004, 0.59250, 1.89482)  0.0977
H (-2.66302, 1.64217, -0.53101)  0.0583


Below is the ion C5H15BrNO2P2 with charge +1, with properties calculated with wB97M-V/def2-TZVPD.

Properties
E_tot = -99626.987 eV
Largest force on an atom = 0.25 eV/Å
Total charge = +1
HOMO level = -12.7 eV
Kohn-Sham gap = 9.03 eV

Each line ends with the Löwdin charge.
Atoms and positions in Å:
Br (0.31562, -3.68725, -1.16863)  0.3471
P (0.62615, -0.48228, -1.37499)  0.8751
P (1.52932, -2.15204, -0.13832)  0.4598
O (0.72195, -1.94840, 1.25369)  -0.4301
O (2.55383, 0.72634, -0.01572)  -0.2626
N (-1.02795, 0.76370, 1.48288)  0.0268
C (-2.09864, -0.51738, -0.36773)  -0.2348
C (-2.17708, 0.65994, 0.58962)  -0.2690
C (1.48836, 1.06844, -0.84576)  -0.3662
C (2.43422, 1.09019, 1.36258)  -0.0681
C (-1.16928, -0.35724, -1.58038)  -0.3440
H (-1.41079, -1.12849, -2.31529)  0.0816
H (-3.09225, -0.67849, -0.78930)  0.1235
H (3.44488, 1.20424, 1.74241)  0.1031
H (1.91562, 0.31675, 1.93496)  0.0741
H (-1.86983, -1.42210, 0.19775)  0.0914
H (-2.31529, 1.58384, 0.02212)  0.1193
H (1.90292, 2.03790, 1.46826)  0.0942
H (-0.38181, -0.01044, 1.44802)  0.0163
H (-1.35150, 0.60596, -2.06751)  0.1050
H (-0.55092, 1.65013, 1.47386)  0.0592
H (-3.08390, 0.52683, 1.18487)  0.1128
H (-0.14505, -2.38163, 1.30303)  0.0493
H (1.10898, -0.74311, -2.66116)  0.0363
H (1.86946, 1.53416, -1.75816)  0.1102
H (0.76298, 1.74045, -0.38111)  0.0896


Below is a structure of composition C4H6O2, with properties calculated with wB97M-V/def2-TZVPD.

Properties
E_tot = -8336.251 eV
Largest force on an atom = 3.65 eV/Å
Total charge = 0
HOMO level = -9.4 eV
Energy relative to the best compared isomer or geometry (same formula, charge and spin) = 97.1 kcal/mol
Kohn-Sham gap = 10.25 eV

Each line ends with the Löwdin charge.
Atoms and positions in Å:
O (1.40993, 0.08664, -0.16510)  -0.0777
O (-0.96694, -0.38449, 2.27904)  0.0751
C (0.73901, 0.65353, -1.27871)  -0.1158
C (0.06109, -0.63956, 1.70123)  -0.1906
C (-0.74208, 0.42589, -0.47954)  -0.0685
C (0.17523, -0.53710, 0.21610)  -0.3577
H (0.07615, -1.52133, -0.26064)  0.1615
H (0.98212, -0.95930, 2.22277)  0.1351
H (0.73169, -0.02742, -2.12691)  0.1169
H (0.20934, 1.57677, -1.20670)  0.0894
H (-1.10406, 1.23831, 0.19316)  0.1249
H (-1.57148, 0.08805, -1.09469)  0.1075